72
Properties=species:S:1:pos:R:3 method="wB97M-V/def2-TZVPD" total_energy_ev=-161039.0809 charge=+2 homo_ev="-12.8 / -12.8" spin_multiplicity=2 gap_ev="5.2 / 5.2" de_lowest_kcal_mol=69.7
Ru 0.1516 0.1927 0.2412
C 0.0069 -1.9216 2.9171
C -0.4133 -2.9376 1.8747
S -0.1578 -2.3950 0.1380
C -1.8159 -2.6216 -0.5877
C -2.9730 -1.8529 0.0200
S -2.6953 -0.0673 0.3049
C -3.3456 0.0398 2.0090
C -2.5521 -0.7337 3.0366
S -0.7918 -0.2928 2.8530
H -0.1607 -2.3265 3.9162
H 1.0593 -1.6733 2.8039
H 0.2031 -3.8284 1.9960
H -1.4551 -3.2366 1.9728
H -1.6681 -2.3367 -1.6275
H -2.0301 -3.6905 -0.5519
H -3.8218 -1.9182 -0.6610
H -3.2728 -2.2763 0.9757
H -3.3233 1.1074 2.2310
H -4.3871 -0.2803 1.9738
H -2.8509 -0.4270 4.0389
H -2.6820 -1.8105 2.9565
C 4.7852 -0.3816 2.9049
C 4.0495 0.5124 1.9169
O 4.9044 1.4401 1.2643
P 3.4050 -0.4583 0.5086
O 4.6880 -0.9675 -0.2608
O 2.7576 -1.8346 0.9848
O 2.4464 0.2677 -0.3788
P 2.5753 1.3893 2.6169
O 2.6106 1.1379 4.1915
O 2.6389 2.8192 2.2411
O 1.3914 0.5687 2.1104
H 5.5573 -0.9601 2.3952
H 4.0815 -1.0529 3.3993
H 5.2645 0.2303 3.6669
H 4.6609 2.3399 1.5343
H 5.3462 -0.2793 -0.4582
H 3.4220 -2.4721 1.2947
H 2.8919 1.9155 4.6958
C -1.0829 3.0398 -1.2643
C -0.9530 4.6147 -1.2591
N -0.0650 5.0004 -0.1913
C -0.5833 4.5979 1.0922
C -0.6762 3.0230 1.1117
N -0.2316 2.5210 -0.1973
C 1.1689 2.9100 -0.4315
C 1.2620 4.4821 -0.4034
H -0.7492 2.6321 -2.2184
H -2.1123 2.7250 -1.0885
H -1.9274 5.0748 -1.1017
H -0.5473 4.9651 -2.2070
H -1.5667 5.0421 1.2423
H 0.0859 4.9400 1.8798
H -1.7062 2.7035 1.2810
H -0.0300 2.6129 1.8863
H 1.4941 2.5156 -1.3941
H 1.7979 2.5096 0.3558
H 1.6568 4.8574 -1.3470
H 1.9162 4.7948 0.4088
Se -3.4795 -0.1065 -3.8301
N -2.2238 -0.0591 -5.0278
C -1.0618 0.0069 -4.4046
C 0.2065 0.0545 -5.0268
C 1.2909 0.1007 -4.2064
C 1.1348 0.1082 -2.8013
N -0.0209 0.0791 -2.1669
C -1.1407 0.0197 -2.9517
N -2.3641 -0.0417 -2.4710
H 0.2841 0.0444 -6.1056
H 2.2910 0.1313 -4.6139
H 2.0134 0.1417 -2.1701